Record 1
# C22H24ClNO2S

C22H24ClNO2S in the gas phase in a non-equilibrium geometry (the ωB97M-V functional and the def2-TZVPD basis, the OMol25 dataset).

Computed properties:
Highest occupied orbital energy (Eh): -0.3181
HOMO-LUMO gap (eV): 8.6
Structure (SMILES): O=S(=O)(NCCCCCCc1ccccc1)c1cccc2c(Cl)cccc12
Maximum force (Eh/bohr): 0.0210

The geometry in ORCA input format:
```
! RIJCOSX wB97M-V def2-TZVPD def2/J DEFGRID3
* xyz 0 1
O -0.30327 0.08736 0.62885
S -1.52677 0.69563 1.06989
O -1.60511 1.16421 2.42655
N -1.92883 1.95980 0.05403
C -1.00201 2.38999 -0.97421
C -0.18425 3.61947 -0.57035
C 0.71283 3.38642 0.65141
C 2.15916 3.02547 0.30736
C 2.29472 1.72939 -0.48834
C 3.74042 1.22094 -0.50662
C 3.85944 -0.02642 -1.33489
C 3.24655 -1.20285 -0.91728
C 3.33192 -2.35152 -1.68184
C 4.03325 -2.34315 -2.87638
C 4.64478 -1.17741 -3.30200
C 4.55525 -0.02754 -2.53606
C -2.86329 -0.47095 0.79020
C -3.82333 -0.19928 -0.13962
C -4.86445 -1.11382 -0.36124
C -4.92037 -2.27945 0.35124
C -3.93672 -2.58696 1.31314
C -3.94429 -3.78095 2.07335
Cl -5.21097 -4.93246 1.83679
C -2.96908 -4.04975 2.99554
C -1.93166 -3.13019 3.20343
C -1.88126 -1.96120 2.49576
C -2.87549 -1.66372 1.54257
H -2.32272 2.71746 0.59073
H -0.35677 1.53459 -1.17016
H -1.57828 2.61367 -1.88052
H 0.42150 3.92987 -1.42326
H -0.88794 4.42949 -0.35738
H 0.28369 2.59285 1.26702
H 0.73008 4.29496 1.25847
H 2.61668 3.84887 -0.24885
H 2.70872 2.91983 1.24599
H 1.65460 0.96722 -0.04384
H 1.96845 1.88804 -1.51879
H 4.05430 1.00920 0.51884
H 4.39706 1.99711 -0.90738
H 2.69388 -1.21450 0.01069
H 2.85053 -3.25838 -1.34469
H 4.10277 -3.24173 -3.47225
H 5.19312 -1.16217 -4.23318
H 5.03577 0.88009 -2.87535
H -3.77332 0.72032 -0.69985
H -5.61997 -0.88830 -1.09811
H -5.72089 -2.98385 0.18429
H -2.99872 -4.96811 3.56122
H -1.17086 -3.35905 3.93341
H -1.08884 -1.24858 2.65168
*
```


Record 2
# C4H7N3

C4H7N3 in the gas phase in a non-equilibrium geometry (the ωB97M-V functional and the def2-TZVPD basis, the OMol25 dataset).

Computed properties:
Highest occupied orbital energy (alpha / beta) (Eh): -0.2658 / -0.2658
HOMO-LUMO gap (alpha / beta) (eV): 7.8 / 7.8
Maximum force (Eh/bohr): 0.0201

The geometry in ORCA input format:
```
! RIJCOSX wB97M-V def2-TZVPD def2/J DEFGRID3
* xyz 0 1
C -1.11870 -0.07700 -1.35987
C -0.61607 -0.30465 1.85955
N 0.45497 0.20609 1.29154
C 0.88225 0.05995 0.01393
N 0.06987 -0.72959 -0.81043
C 2.05216 0.74065 -0.37541
N 3.03829 1.27514 -0.69544
H -0.94222 0.41098 -2.32605
H -1.45842 0.68745 -0.65333
H -1.92973 -0.80468 -1.47343
H -1.22552 -0.98180 1.27972
H -0.82033 -0.06416 2.89152
H 1.01939 0.83420 1.85537
H 0.59406 -1.25258 -1.49766
*
```


Record 3
# C39H57N4OS4SbSiTa

A molecular structure, C39H57N4OS4SbSiTa in a non-equilibrium geometry (the ωB97M-V functional and the def2-TZVPD basis, the OMol25 dataset).

Computed properties:
Highest occupied orbital energy (Eh): -0.3876
HOMO-LUMO gap (eV): 6.5
Maximum force (Eh/bohr): 0.0678

The geometry in ORCA input format:
```
! RIJCOSX wB97M-V def2-TZVPD def2/J DEFGRID3
* xyz 1 1
Ta 10.96882 13.45294 12.56963
S 7.60939 16.38690 11.37252
C 8.84094 15.40726 11.73290
S 9.77756 15.58338 13.17584
S 9.36117 13.98445 10.83730
C 8.87685 7.50482 15.86774
Si 9.94086 8.38102 14.53565
C 11.73506 8.61029 14.95592
C 9.88608 7.45208 12.96155
C 9.02210 10.11970 14.34078
C 7.97844 10.48489 15.19670
C 7.51738 11.79495 15.19772
C 8.18652 12.76406 14.41697
N 9.27235 12.41333 13.69432
C 9.63382 11.11270 13.58213
S 10.96066 11.02551 12.42738
H 9.19788 6.43261 15.87557
H 7.84882 7.41556 15.64133
H 9.08344 7.90766 16.79637
H 12.35973 7.71523 14.60662
H 11.99109 8.77919 16.02723
H 11.99192 9.42668 14.36131
H 10.60292 6.68732 12.90658
H 10.05721 8.11459 12.11155
H 8.90332 7.02039 12.75839
H 7.50480 9.77482 15.83991
H 6.62165 12.03333 15.77169
H 7.95563 13.82245 14.45912
C 12.18462 13.35778 18.21167
C 11.48539 13.10478 16.86550
C 11.28233 11.59296 16.62735
C 10.05111 13.70082 16.87969
Sb 12.63820 13.74853 15.14164
C 13.19499 15.87192 15.38026
C 11.93709 16.59164 15.92320
C 14.35518 16.23615 16.34189
C 13.46953 16.48198 14.00926
C 14.54984 12.72058 14.94479
C 14.30247 11.24891 14.43175
C 15.26876 12.73364 16.34297
C 15.38421 13.44422 13.95312
H 11.71227 12.75597 19.04807
H 12.17236 14.41049 18.43349
H 13.26911 13.01608 18.16887
H 10.67393 11.21614 17.40085
H 12.21370 11.03157 16.69973
H 10.85760 11.45446 15.66078
H 9.52223 13.32864 17.72662
H 9.50995 13.45245 15.98594
H 10.00817 14.78444 16.83009
H 11.69308 16.38023 16.98334
H 11.08188 16.35898 15.32156
H 12.00055 17.69064 15.74606
H 14.20046 15.78768 17.29562
H 14.27148 17.32555 16.58090
H 15.30545 16.01816 15.90772
H 12.54252 16.35958 13.33658
H 14.25602 15.98071 13.46675
H 13.69464 17.56661 14.20282
H 13.76867 10.57800 15.16093
H 15.22352 10.80452 14.07741
H 13.63757 11.22388 13.55433
H 14.68886 12.02498 16.89647
H 15.19143 13.69333 16.78558
H 16.32089 12.53042 16.26588
H 14.89544 13.43168 12.96531
H 16.29373 12.84783 13.74026
H 15.68595 14.49773 14.17873
N 12.56517 13.91581 11.65387
C 13.27005 14.16830 10.63330
C 13.93087 12.95242 10.04777
C 13.20775 12.13864 9.20438
C 13.75050 10.98567 8.60756
C 15.08760 10.69995 8.87035
C 15.81236 11.52683 9.69516
C 15.26168 12.66836 10.28001
C 13.31756 15.46943 9.90684
C 13.92889 15.54306 8.63631
C 13.87938 16.70537 7.89378
C 13.19247 17.81407 8.37693
C 12.53452 17.71727 9.60642
C 12.55475 16.57528 10.32592
H 12.12417 12.34330 9.19394
H 13.19770 10.30409 7.99031
H 15.44582 9.74933 8.46229
H 16.81598 11.14828 10.04406
H 15.89322 13.29212 10.89711
H 14.38712 14.68448 8.19482
H 14.39580 16.70745 6.95573
H 13.25475 18.73645 7.82427
H 11.86462 18.48152 9.95219
H 12.03906 16.57910 11.27814
N 9.70424 17.47475 7.42890
C 8.78159 18.17026 7.41482
N 7.78484 18.97932 7.43562
C 6.73241 18.77858 6.42135
C 5.94322 20.01570 6.34212
O 5.48250 20.49163 7.54919
C 6.52067 20.79673 8.44432
C 7.31843 19.50206 8.67374
H 6.14583 17.84585 6.74693
H 7.24425 18.55347 5.48020
H 5.04995 20.01366 5.72542
H 6.57919 20.80527 5.95291
H 6.00321 21.00015 9.38287
H 7.03661 21.65084 8.13248
H 6.68828 18.76475 9.17488
H 8.23734 19.66795 9.24852
*
```


Record 4
# C2H5NdO3

A molecular structure, C2H5NdO3 in a non-equilibrium geometry (the ωB97M-V functional and the def2-TZVPD basis, the OMol25 dataset).

Computed properties:
Highest occupied orbital energy (alpha / beta) (Eh): -0.6751 / -0.6829
HOMO-LUMO gap (alpha / beta) (eV): 6.8 / 8.6
⟨S²⟩: 3.799
Maximum force (Eh/bohr): 0.0760

The geometry in ORCA input format:
```
! RIJCOSX wB97M-V def2-TZVPD def2/J DEFGRID3
* xyz 2 4
H 2.02183 -3.91367 0.75543
O 1.16508 -2.26663 1.59899
O 0.71205 -2.10825 0.22067
C 1.94865 -3.41598 1.73233
H 2.90468 -3.09496 2.16291
Nd -1.36924 -2.19538 1.18034
O -2.05612 -4.10575 2.62449
C -1.56781 -4.93842 3.39346
H -2.16472 -5.82377 3.66805
H 1.44829 -4.20867 2.42837
H -0.85142 -4.60411 4.16334
*
```


Record 5
# C18H42N6O6

6 unconnected molecules or ions with the total composition C18H42N6O6 in a non-equilibrium geometry (the ωB97M-V functional and the def2-TZVPD basis, the OMol25 dataset).

Computed properties:
Highest occupied orbital energy (Eh): -0.3263
HOMO-LUMO gap (eV): 9.0
Structure (SMILES): CNC(C)=O.CNC(C)=O.CNC(C)=O.CNC(C)=O.CNC(C)=O.CNC(C)=O
Maximum force (Eh/bohr): 0.0828

The geometry in ORCA input format:
```
! RIJCOSX wB97M-V def2-TZVPD def2/J DEFGRID3
* xyz 0 1
C 0.87245 1.40181 -0.73764
N 1.03712 0.21670 0.09000
C 0.07558 -0.57538 0.61491
C 0.56068 -1.79958 1.35415
O -1.12320 -0.26974 0.62315
H 1.10782 2.24663 -0.09035
H -0.16770 1.41560 -1.06322
H 1.58819 1.67447 -1.51319
H 1.97021 -0.07545 0.34313
H 0.21403 -1.72421 2.38481
H 1.63236 -1.85100 1.54637
H 0.19769 -2.77869 1.04158
C 4.43927 0.04419 2.30513
N 4.91524 0.40549 0.97368
C 4.42173 -0.15450 -0.11603
C 4.71696 0.47819 -1.48329
O 3.72572 -1.17862 -0.04633
H 3.34967 0.06544 2.32559
H 4.74267 0.79403 3.03575
H 4.78753 -0.92097 2.67296
H 5.59575 1.14458 0.86998
H 3.77538 0.41714 -2.02899
H 5.36999 -0.19190 -2.04242
H 5.09239 1.50050 -1.52822
C 1.55537 4.14260 -2.93770
N 0.30703 3.58198 -3.38271
C -0.73728 4.35629 -3.66496
C -1.81832 3.64940 -4.49657
O -0.90234 5.54969 -3.28911
H 1.66554 5.18900 -3.22233
H 2.45793 3.69172 -3.35024
H 1.74292 4.02110 -1.87085
H 0.24785 2.59867 -3.60564
H -2.69655 4.24431 -4.24581
H -1.95499 2.64285 -4.10127
H -1.56198 3.69798 -5.55488
C -4.27220 3.11902 0.85083
N -3.60241 4.31402 1.31621
C -2.33353 4.73246 1.13452
C -1.34635 3.91499 0.34324
O -1.97791 5.87236 1.51507
H -5.26354 3.11419 1.30395
H -3.85948 2.20927 1.28684
H -4.38663 3.03869 -0.23017
H -4.13214 4.97182 1.87012
H -1.70108 3.45411 -0.57863
H -1.07398 3.06098 0.96341
H -0.49670 4.56226 0.12592
C -0.81166 -5.37236 4.15738
N -0.62524 -5.84262 2.76917
C 0.45661 -5.55974 2.03867
C 1.76720 -5.18524 2.67632
O 0.35854 -5.62594 0.86391
H -0.44379 -6.10426 4.87647
H -1.82047 -5.06156 4.42905
H -0.23385 -4.49786 4.45651
H -1.42998 -6.00442 2.18068
H 1.75442 -5.10909 3.76359
H 2.04575 -4.18950 2.33135
H 2.57771 -5.87422 2.43867
C -2.50301 -1.03753 -2.31914
N -2.55207 -1.84536 -1.13427
C -2.66185 -3.13435 -1.10339
C -2.50645 -3.79018 0.28352
O -2.95231 -3.85291 -2.07515
H -2.15213 -1.60575 -3.18059
H -1.70366 -0.29693 -2.29346
H -3.49268 -0.65684 -2.57159
H -2.47301 -1.40574 -0.22840
H -2.20517 -3.13826 1.10349
H -1.73695 -4.55419 0.17283
H -3.41270 -4.26961 0.65359
*
```


Record 6
# C17H24MnN3O2P

A molecular structure, C17H24MnN3O2P in a non-equilibrium geometry (the ωB97M-V functional and the def2-TZVPD basis, the OMol25 dataset).

Computed properties:
Highest occupied orbital energy (alpha / beta) (Eh): -0.7772 / -0.7821
HOMO-LUMO gap (alpha / beta) (eV): 7.4 / 2.4
⟨S²⟩: 3.769
Maximum force (Eh/bohr): 0.1180

The geometry in ORCA input format:
```
! RIJCOSX wB97M-V def2-TZVPD def2/J DEFGRID3
* xyz 4 4
N -0.22603 -1.10159 -2.91801
C 0.10475 -2.19267 -3.15459
C 0.66946 -3.48382 -3.42735
H 1.61992 -3.37583 -3.97595
H -0.02223 -4.08139 -4.04110
H 0.86626 -4.02025 -2.48630
N -2.15989 -0.87331 2.10956
C -3.16167 -1.13790 2.64569
C -4.44069 -1.42521 3.26856
H -5.16383 -1.80736 2.53576
H -4.86813 -0.51648 3.71104
H -4.31789 -2.17367 4.05959
N 1.40556 3.03496 1.32528
C 1.63259 4.17402 1.40000
C 1.86779 5.60395 1.45199
H 2.04638 5.93489 2.48066
H 0.98703 6.12294 1.05548
H 2.73934 5.85795 0.83622
Mn -0.92180 0.74798 -2.46371
C 0.37077 0.26414 3.06861
O -0.29894 0.70037 3.87871
C -0.04901 -2.80279 1.61184
O -0.88919 -3.56447 1.70755
C -2.63704 0.07819 -3.28684
C -2.23964 1.31557 -3.87966
C -1.92192 2.42837 -3.02423
C -1.97122 2.28461 -1.59671
C -2.32463 1.02537 -1.01143
C -2.64595 -0.07567 -1.86527
H -2.86424 -0.77178 -3.92457
H -2.09473 1.39569 -4.96640
H -1.55638 3.36531 -3.45767
H -1.66029 3.11563 -0.95447
H -2.24962 0.86378 0.07312
H -2.85439 -1.04491 -1.41095
C 3.13631 0.49498 0.97111
P 2.06341 -0.96355 1.28004
C 2.65713 -1.95529 -0.14985
C 3.10426 -1.73041 2.58687
H 2.86802 0.92702 -0.00088
H 4.19480 0.19523 0.97743
H 2.94305 1.26254 1.72867
H 3.74944 -1.86060 -0.23894
H 2.39886 -3.01242 -0.01514
H 2.17945 -1.58049 -1.06708
H 4.15619 -1.72406 2.26969
H 3.00060 -1.15610 3.51595
H 2.77802 -2.76149 2.76768
*
```